C12H5BeCl5F6N2O2Sb as an isolated structure. Source: OMol25; level of theory: ωB97M-V with the def2-TZVPD basis set.

Each line ends with the Löwdin charge.
Element x y z (Å)
Be 2.46261 -0.47155 -0.21269  0.128
O 3.27864 0.40495 0.80031  -0.083
N 2.90857 1.69395 0.72781  0.130
N 1.89974 1.75624 -0.00568  -0.148
O 1.53324 0.65421 -0.69440  -0.026
C 1.20606 2.99720 -0.15268  -0.170
C 0.89037 3.84425 0.91646  -0.003
C 0.16440 5.00293 0.65282  -0.073
C -0.11112 5.41069 -0.66314  -0.062
C 0.32664 4.58517 -1.71252  -0.066
C 0.96412 3.36351 -1.48346  0.001
H 1.29726 3.70378 1.94583  0.133
H -0.09240 5.69109 1.41371  0.094
H -0.40062 6.46485 -0.84334  0.119
H 0.25866 4.83032 -2.80890  0.125
H 1.25664 2.64605 -2.21199  0.112
F 1.47662 -1.83952 0.15621  -0.236
Sb 2.40867 -3.24370 -0.79336  1.455
F 1.46078 -2.71640 -2.24572  -0.297
F 1.17912 -4.49633 -0.27726  -0.323
F 3.40844 -1.50979 -1.05391  -0.230
F 3.48976 -3.33341 0.73554  -0.315
F 3.57608 -4.30622 -1.75469  -0.305
Cl -2.08856 -1.26785 -1.81251  0.667
C -2.58292 -2.12978 -0.35495  -0.663
C -1.85992 -3.23731 0.00393  0.025
C -2.22368 -4.05822 1.04693  -0.738
Cl -1.29503 -5.43547 1.31815  0.766
C -3.36580 -3.75008 1.75686  -0.710
Cl -4.00677 -4.72752 3.00125  0.713
C -4.02700 -2.53914 1.52730  -0.718
Cl -5.34997 -2.03401 2.47289  0.709
C -3.59856 -1.68543 0.51516  -0.717
Cl -4.44408 -0.26745 0.09003  0.705

Cartesian forces (eV/Å) of the 2 atoms listed first:
Be 0.23 -0.67 0.25
O 0.62 1.71 0.27

Properties
lowest unoccupied orbital energy (spin up / spin down)	-0.026 / -0.067	Ha
2S+1	2
HOMO (spin up / spin down)	-9.36 / -9.37	eV
<S²>	0.76
largest force on an atom	2.762	eV/Å

A 23-piece molecular cluster, C12H67BrNO23 overall. Source: OMol25; level of theory: ωB97M-V with the def2-TZVPD basis set.

Each line ends with the Löwdin charge.
Element x y z (Å)
C 4.89998 -0.90278 0.77704  -0.115
C 3.61805 -0.15651 0.18671  -0.299
C 2.83510 -1.18708 -0.66971  -0.597
Br 3.99134 -1.52315 -2.28287  0.667
C 1.43415 -0.72367 -1.22572  -0.302
C 0.31460 -1.46965 -0.39909  -0.075
C -0.37407 -0.61421 0.71134  -0.431
C 0.47532 -0.75256 2.02781  -0.006
C -1.74147 -1.34350 1.01768  -0.060
N -0.71972 0.75688 0.32072  -0.090
O -1.83171 0.85178 -0.32390  -0.043
C 0.37555 1.54899 -0.26761  -0.412
C 1.30565 2.25802 0.79922  -0.018
C -0.31645 2.75163 -1.01623  -0.051
C 1.23909 0.83446 -1.36571  -0.064
H 5.04212 -0.52561 1.81534  0.041
H 5.79932 -0.74599 0.16625  0.042
H 4.63121 -1.97445 0.89524  0.072
H 4.01980 0.67462 -0.42478  0.093
H 3.07310 0.22217 1.06707  0.085
H 2.76577 -2.17663 -0.18032  0.083
H 1.36536 -1.13820 -2.25203  0.085
H 0.66987 -2.44366 -0.00553  0.131
H -0.48551 -1.73544 -1.13020  0.120
H 0.06787 -1.62657 2.58039  0.084
H 1.52039 -1.03446 1.78921  0.072
H 0.40216 0.10261 2.72086  0.081
H -2.31450 -0.68382 1.69517  0.077
H -2.29037 -1.57925 0.08667  0.068
H -1.57478 -2.32890 1.49543  0.080
H 0.97752 3.31606 0.90115  0.080
H 2.35717 2.30957 0.46480  0.072
H 1.23258 1.81754 1.80850  0.063
H -0.73734 2.41764 -1.98025  0.056
H 0.53084 3.43777 -1.29095  0.085
H -1.04436 3.28380 -0.38136  0.100
H 2.18485 1.40371 -1.45488  0.120
H 0.71295 1.01856 -2.34746  0.102
O -3.56104 -3.79002 -0.19375  -0.067
H -4.29250 -4.40307 -0.07350  0.000
H -3.40565 -3.80243 -1.14166  0.041
O -2.75859 -2.49102 3.87991  -0.051
H -3.10975 -1.59998 3.95582  0.039
H -3.12995 -2.81529 3.05141  0.005
O -2.99813 2.67604 -2.77024  -0.055
H -2.53260 2.24822 -2.03941  -0.006
H -3.43977 3.42874 -2.36150  0.016
O 2.25998 5.21896 -1.34698  -0.057
H 3.07417 5.54222 -0.95104  0.035
H 1.93513 5.96859 -1.86170  0.013
O -6.64387 -5.25935 -0.59133  -0.043
H -6.99803 -4.36884 -0.51404  0.032
H -7.01712 -5.58783 -1.41464  0.044
O -4.65631 0.55258 1.07162  -0.056
H -4.07630 1.19597 1.48860  0.036
H -4.12689 0.20136 0.34458  0.021
O 5.75088 0.66209 3.40757  -0.067
H 5.64148 1.54774 3.05416  0.026
H 6.69587 0.59793 3.57589  0.017
O -0.39933 -0.24090 -3.93537  -0.045
H -1.20604 -0.46512 -4.41618  0.030
H -0.71001 0.06390 -3.07671  0.007
O -5.16334 4.88708 -2.30989  -0.061
H -5.51502 5.77851 -2.24956  0.043
H -5.53054 4.54809 -3.13372  0.024
O -4.75775 5.43668 -4.94619  -0.056
H -4.79404 5.11974 -5.85435  0.049
H -3.89475 5.14768 -4.62955  0.039
O -5.76207 -2.47332 2.20222  -0.044
H -5.48647 -1.55524 2.07470  0.025
H -6.52865 -2.56968 1.63172  0.044
O 0.09858 6.98371 -3.06047  -0.053
H -0.69940 6.74846 -3.54020  0.035
H -0.22601 7.29441 -2.20428  0.018
O -3.01071 -6.37542 -0.89106  -0.071
H -3.77469 -6.59387 -0.34250  0.000
H -2.31318 -6.19299 -0.25711  0.037
O 7.23581 2.96286 3.96090  -0.050
H 7.71631 2.53055 4.67868  0.033
H 6.80107 3.70941 4.38333  0.065
O 8.42835 0.31152 -0.07507  -0.056
H 8.05892 1.19766 0.00546  0.027
H 8.05959 -0.01921 -0.89982  0.038
O -0.73442 9.22295 -0.68049  -0.050
H 0.07982 9.54558 -0.28306  0.040
H -1.05612 9.97000 -1.19392  0.042
O -4.61918 -8.49489 0.33215  -0.051
H -4.52679 -9.34573 -0.11523  0.022
H -5.41608 -8.59290 0.86185  0.048
O -3.54917 0.38477 -4.96754  -0.057
H -3.27295 1.07738 -4.35418  -0.002
H -3.89792 0.86488 -5.72229  0.033
O 9.27633 2.90220 1.89039  -0.062
H 9.38769 2.06054 1.43688  0.006
H 8.47578 2.78655 2.42722  -0.010
O -3.14928 -11.30203 0.07128  -0.055
H -2.58299 -10.64264 0.48675  0.041
H -2.62771 -11.62582 -0.66900  0.040
O -4.70932 -5.19194 3.10657  -0.058
H -3.89246 -4.88435 3.51024  0.019
H -5.01274 -4.42743 2.60165  -0.014
O 9.14032 0.82329 4.83439  -0.037
H 9.77186 0.22301 4.42708  0.054
H 9.14687 0.57524 5.76436  0.050

Cartesian forces (eV/Å) of the 2 atoms listed first:
C -1.33 0.39 0.83
C 1.74 -1.47 0.27

Properties
lowest unoccupied orbital energy (spin up / spin down)	0.002 / -0.006	Ha
2S+1	2
HOMO (spin up / spin down)	-8.69 / -9.59	eV
<S²>	0.75
largest force on an atom	3.351	eV/Å

| no. | electronic energy (eV) |
| --- | --- |
| 1 | -105457.793 |
| 2 | -132154.323 |